Entry 1:
{"formula": "C4H7N3", "method": "wB97M-V/def2-TZVPD", "de_lowest_ev": 5.845, "charge": 2, "e_homo_ev": [-19.096, -19.225], "orbital_gap_ev": [5.396, 5.658], "total_energy_ha": -319.9003, "symbols": ["C", "C", "H", "N", "H", "N", "C", "N", "H", "C", "H", "H", "H", "H"], "positions_angstrom": [[-1.356, -1.390, 0.023], [-2.860, 0.477, -0.022], [1.471, 1.381, 0.018], [-2.405, -0.886, 0.108], [-3.908, 0.535, -0.134], [-1.952, 1.277, 0.009], [1.575, 0.256, -0.053], [0.303, -0.220, -0.025], [0.584, -2.262, 0.672], [0.044, -1.626, -0.079], [0.369, -2.250, -0.877], [2.272, -0.348, -0.673], [2.247, 0.039, 0.815], [-1.716, 2.273, 0.036]], "forces_ev_per_angstrom": [[-4.652, -0.785, 0.706], [-0.807, 2.500, -0.086], [0.942, -1.023, -0.756], [3.638, -2.951, -0.381], [-1.181, 0.184, -0.038], [1.362, 0.621, 0.356], [-1.630, 1.935, 0.150], [3.581, -1.146, 0.432], [-0.517, 0.636, 0.550], [0.323, 0.731, 0.966], [0.278, -0.209, -1.854], [0.138, 0.248, -0.533], [-0.161, -0.353, 0.770], [-1.314, -0.387, -0.281]], "mulliken_charge": [0.4583, -0.0520, 0.3815, 0.0642, 0.4375, -0.3043, -0.6001, 0.1157, 0.3995, -0.4153, 0.3648, 0.3933, 0.4409, 0.3161]}

=====

Entry 2:
{"formula": "C6H13N2", "method": "wB97M-V/def2-TZVPD", "de_lowest_ev": 5.306, "charge": 1, "e_homo_ev": [-12.694, -14.086], "orbital_gap_ev": [6.278, 9.495], "total_energy_ha": -345.5010, "symbols": ["H", "C", "H", "H", "N", "H", "H", "H", "C", "H", "N", "C", "H", "C", "C", "H", "H", "H", "H", "H", "C"], "positions_angstrom": [[1.134, 1.370, -0.581], [3.654, 0.302, -0.021], [-3.020, 0.196, 1.001], [-3.813, -0.433, -0.218], [0.713, 0.506, -0.193], [-1.447, -0.297, -1.439], [-0.727, -2.276, -0.253], [-0.763, 0.889, 1.370], [-1.517, -1.631, 0.063], [4.056, 0.494, -1.081], [2.631, -0.740, 0.065], [-0.622, 0.830, 0.264], [2.890, -1.697, 0.389], [-1.570, -0.243, -0.389], [-2.948, 0.222, -0.090], [-3.049, 1.312, -0.246], [-0.926, 1.817, -0.223], [-1.969, -1.885, 1.003], [4.589, -0.195, 0.440], [3.559, 1.110, 0.648], [1.290, -0.556, 0.086]], "forces_ev_per_angstrom": [[0.452, -0.969, 0.045], [3.632, -2.596, -0.852], [0.263, 0.212, 0.528], [0.171, 0.317, -1.424], [-1.524, 4.640, -0.316], [0.787, 0.514, -1.279], [0.030, -0.751, -0.819], [0.357, -0.183, -0.881], [2.488, 0.957, 1.344], [-1.309, 0.179, 1.472], [-2.276, -1.296, 0.640], [-1.364, 0.036, -1.174], [0.016, 1.349, -0.711], [-1.327, -0.691, 0.241], [-1.376, 1.409, 2.466], [-0.648, -0.723, -0.752], [0.514, -1.214, 0.857], [-0.461, -0.200, 0.274], [-1.332, 0.587, -0.695], [-0.892, 1.325, 0.252], [3.798, -2.899, 0.787]], "mulliken_charge": [0.3237, -0.9695, 0.4565, 0.4110, -0.0409, 0.2142, 0.4122, 0.2891, -0.8360, 0.3109, -0.1111, -0.6466, 0.3103, 0.6588, -1.5902, 0.3586, 0.4226, 0.2977, 0.3495, 0.3709, 0.0085]}

=====

Entry 3:
{"formula": "H2N2O4", "method": "wB97M-V/def2-TZVPD", "de_lowest_ev": 2.775, "charge": 0, "e_homo_ev": [-10.483, -10.481], "orbital_gap_ev": [8.642, 8.637], "total_energy_ha": -411.3845, "symbols": ["O", "O", "H", "H", "N", "O", "O", "N"], "positions_angstrom": [[0.436, 0.531, -0.054], [2.539, 0.523, -0.312], [-1.064, 0.150, 1.214], [-1.531, -0.915, -0.082], [1.558, -0.152, -0.308], [-2.092, 1.045, -0.224], [1.512, -1.346, -0.447], [-1.359, 0.164, 0.212]], "forces_ev_per_angstrom": [[-0.292, 1.049, -0.234], [0.701, 0.634, -0.197], [-0.209, 0.732, -0.700], [0.854, 2.793, -0.189], [-0.301, -0.358, 0.452], [1.667, -1.274, 0.390], [-0.571, -0.812, -0.213], [-1.850, -2.765, 0.691]], "mulliken_charge": [-0.4965, -0.5249, 0.3338, 0.3680, 1.0850, -0.3305, -0.6029, 0.1680]}

=====

Entry 4:
{"formula": "C29H44N8O6P2Sr", "method": "wB97M-V/def2-TZVPD", "de_lowest_ev": 0.000, "charge": 2, "e_homo_ev": -13.191, "orbital_gap_ev": 7.868, "total_energy_ha": -2734.2028, "symbols": ["C", "C", "H", "C", "H", "C", "H", "H", "C", "H", "C", "H", "C", "H", "H", "H", "C", "O", "O", "C", "H", "C", "C", "H", "O", "N", "C", "C", "H", "H", "H", "C", "H", "N", "O", "N", "H", "N", "C", "C", "C", "N", "C", "H", "H", "C", "H", "N", "C", "C", "H", "P", "H", "C", "H", "O", "H", "H", "H", "Sr", "H", "C", "H", "H", "H", "H", "C", "H", "H", "C", "C", "P", "H", "H", "H", "H", "H", "H", "N", "H", "H", "N", "C", "O", "H", "C", "H", "H", "C", "H"], "positions_angstrom": [[-0.709, -12.923, 13.084], [6.097, -8.827, 12.931], [7.530, -5.264, 16.347], [0.740, -5.235, 16.621], [0.620, -7.011, 12.420], [4.703, -12.767, 20.866], [-0.113, -13.665, 16.322], [8.476, -7.332, 16.613], [2.287, -6.055, 18.059], [7.820, -8.913, 15.852], [-3.516, -7.360, 19.316], [-2.647, -10.111, 12.891], [5.600, -12.301, 19.931], [5.006, -13.460, 21.631], [3.673, -15.039, 13.837], [6.325, -9.680, 13.523], [3.717, -14.055, 14.351], [-4.615, -7.412, 18.570], [4.029, -7.048, 15.679], [0.509, -7.048, 13.499], [7.510, -8.482, 17.577], [0.058, -8.297, 19.651], [-1.133, -7.627, 19.739], [-2.991, -9.344, 17.487], [1.830, -8.452, 15.773], [5.481, -7.814, 13.735], [5.216, -6.610, 12.992], [-1.965, -10.895, 13.279], [-0.292, -13.746, 12.527], [2.934, -4.785, 14.335], [1.531, -6.707, 18.511], [6.675, -5.891, 16.730], [4.141, -13.324, 13.649], [2.051, -5.891, 16.676], [4.998, -9.434, 15.678], [-0.826, -11.736, 15.175], [-1.647, -11.936, 11.410], [3.936, -10.904, 18.942], [-1.461, -11.912, 12.477], [5.125, -11.428, 18.947], [2.053, -5.116, 13.809], [1.329, -14.404, 14.962], [1.778, -10.592, 19.838], [2.550, -12.536, 21.538], [-0.292, -6.343, 13.765], [-0.037, -13.973, 15.302], [2.222, -5.078, 18.556], [1.418, -10.121, 18.735], [0.179, -9.373, 18.740], [-0.862, -9.747, 17.933], [-1.305, -6.836, 20.439], [2.332, -7.083, 15.552], [-0.641, -14.892, 15.274], [-2.072, -9.021, 17.977], [1.220, -4.457, 14.026], [-3.514, -6.914, 20.409], [-0.788, -10.588, 17.236], [0.838, -8.064, 20.375], [5.894, -6.488, 12.129], [2.668, -10.508, 16.547], [0.820, -4.234, 17.027], [-2.199, -7.973, 18.872], [-0.003, -5.836, 17.220], [0.193, -8.040, 13.810], [1.221, -10.516, 20.761], [5.383, -5.668, 13.600], [-0.550, -12.839, 14.458], [4.205, -6.624, 12.723], [0.369, -5.193, 15.611], [2.357, -13.564, 14.845], [3.096, -11.261, 19.906], [5.255, -8.008, 15.295], [6.829, -5.941, 17.812], [3.316, -6.413, 18.212], [-1.753, -9.941, 15.241], [4.435, -14.123, 15.166], [6.644, -12.632, 19.916], [5.801, -5.273, 16.573], [1.737, -6.525, 14.136], [7.026, -8.399, 12.497], [5.799, -11.082, 18.149], [6.492, -7.240, 16.144], [7.669, -8.052, 16.532], [2.205, -12.363, 15.119], [1.547, -15.366, 14.679], [-1.550, -10.799, 14.589], [2.261, -5.006, 12.728], [5.427, -9.078, 12.152], [3.366, -12.234, 20.833], [-4.542, -7.881, 17.742]], "forces_ev_per_angstrom": [[-0.577, 0.674, 0.240], [1.266, 0.648, -0.190], [-0.547, -1.163, -0.172], [-1.048, -0.987, -0.170], [0.130, -0.127, -0.112], [-1.463, 0.798, 0.037], [0.329, 0.382, 0.757], [0.528, -0.528, -0.384], [1.759, -0.337, 1.560], [0.306, 0.675, 0.242], [1.058, -0.957, -0.848], [0.629, -0.669, 0.080], [0.130, -0.352, -0.124], [-0.053, -0.193, 0.079], [-0.030, 0.579, 0.407], [0.219, -0.800, 0.317], [-0.383, -0.473, -0.568], [-0.529, 0.278, 0.187], [-2.295, 0.345, -0.496], [-0.141, 0.934, 0.248], [0.226, 0.440, -1.148], [-0.151, -0.551, 0.062], [-0.316, -0.247, -1.262], [0.496, -0.220, -0.353], [-0.115, -0.831, 0.368], [0.044, -0.098, -0.961], [1.437, 2.079, 1.142], [-0.658, 1.084, -0.892], [-0.112, -0.206, -0.114], [0.177, 0.059, 0.271], [0.310, -0.047, 0.091], [-0.555, 0.584, -0.326], [-0.372, -0.141, 0.176], [-1.146, 0.071, -1.509], [0.006, 0.266, 0.122], [-0.284, -0.887, -0.110], [-0.123, 0.010, 0.076], [-0.312, 0.353, -0.825], [0.219, -0.221, 0.273], [2.014, 0.076, -0.382], [-0.001, -0.456, -1.280], [0.881, -0.749, -0.555], [1.164, -0.688, 0.809], [1.116, 0.206, -0.560], [-0.073, -0.237, -0.156], [0.531, -1.035, -0.378], [0.036, -0.218, -0.120], [-1.774, 0.856, -0.699], [0.644, 0.265, 0.876], [-0.860, 0.138, -1.071], [0.067, 0.152, 0.346], [1.490, 1.586, 0.240], [-0.062, 0.406, -0.461], [0.071, 0.140, 0.843], [-0.156, 0.140, 0.145], [-0.960, 1.113, 1.345], [0.148, 0.103, 0.342], [0.098, -0.074, -0.372], [-0.413, -0.394, 0.336], [0.827, 0.165, -0.344], [0.005, 0.158, 0.082], [0.114, -0.137, 0.503], [0.561, 0.676, -0.413], [0.473, -0.045, 0.182], [-0.425, 0.076, 0.148], [-0.147, -1.064, -0.403], [0.354, 0.133, 0.399], [-1.538, 0.238, -0.963], [-0.205, 0.176, -0.142], [0.326, -0.067, -0.268], [-0.996, -0.392, 0.248], [0.479, 1.079, 2.204], [-0.072, -0.299, -0.003], [-0.356, -0.161, 0.255], [-0.230, -0.110, -0.509], [-0.144, -0.070, 0.235], [-0.495, 0.135, 0.007], [-0.380, 0.005, -0.069], [0.902, 0.323, 0.318], [-0.412, -0.529, 0.151], [-0.240, -0.249, 0.314], [0.458, -0.322, 0.369], [-1.180, -0.843, 1.070], [0.232, 0.294, 0.351], [-0.624, 0.593, 0.300], [0.285, 0.295, 0.536], [-0.087, -0.236, 0.429], [-0.560, -0.573, -1.063], [0.708, -0.652, 1.028], [0.346, -0.152, -0.369]], "mulliken_charge": [-0.4420, -1.1476, 0.3290, -0.7018, 0.3517, -0.4113, 0.2934, 0.3865, -0.8367, 0.2692, 0.4755, 0.3996, -0.7857, 0.4730, 0.4055, 0.3484, -1.1345, -0.4639, -0.1565, -0.8427, 0.2221, -0.1760, -0.9122, 0.2545, -0.2118, 0.5171, -0.9253, -0.7471, 0.4552, 0.3485, 0.0656, -0.9776, 0.2958, 0.3191, -0.8993, -0.0395, 0.4647, -0.1424, -0.5556, -0.0669, -1.2409, -0.1025, -1.0479, 0.4111, 0.3134, -1.1319, 0.4796, 0.0966, -0.0339, -0.2401, 0.4759, -0.3345, 0.4919, -0.9298, 0.4845, -0.5071, 0.5265, 0.5436, 0.3987, 2.6752, 0.3570, 0.9194, 0.0868, 0.1425, 0.5320, 0.1978, 0.5292, 0.3365, 0.2783, 0.5699, 0.4169, -0.0145, 0.4195, 0.1949, 0.1911, 0.2840, 0.4132, 0.2431, 0.4780, 0.3121, 0.4503, 0.3273, -0.9407, -0.9166, 0.2735, -0.0191, 0.3832, 0.4362, -0.6072, 0.2990]}

=====

Entry 5:
{"formula": "C11H14N3O5OsTe4", "method": "wB97M-V/def2-TZVPD", "charge": 1, "s_squared": 6.0392, "e_homo_ev": [-11.554, -11.719], "orbital_gap_ev": [6.936, 5.640], "spin_multiplicity": 5, "total_energy_ha": -2130.5774, "symbols": ["O", "Te", "C", "C", "O", "C", "C", "H", "H", "N", "C", "H", "H", "H", "O", "Te", "N", "C", "O", "H", "H", "H", "H", "H", "C", "H", "C", "H", "Os", "O", "C", "H", "N", "H", "C", "C", "Te", "Te"], "positions_angstrom": [[3.831, 0.770, 2.620], [-3.706, 1.194, 3.845], [-0.851, -1.478, 0.204], [-3.074, -0.932, -0.488], [5.249, 2.576, -1.264], [-0.091, -2.618, -0.390], [2.715, 0.944, 2.185], [-0.525, -3.556, -0.078], [0.402, 3.434, -0.606], [1.257, 3.046, -0.253], [-2.515, -0.995, -1.924], [-2.419, -2.643, 0.449], [-2.396, -3.184, -1.920], [-1.794, -2.416, -3.405], [-0.338, -0.352, 0.235], [-5.695, -0.068, 2.545], [1.215, 2.176, 0.794], [-0.380, -2.399, -1.900], [1.648, 0.383, 2.683], [0.149, -1.481, -2.166], [0.158, -3.237, -2.374], [-3.158, 0.095, -0.155], [-1.793, -0.190, -2.114], [-3.353, -0.817, -2.592], [2.479, 1.816, 1.007], [2.794, 3.799, -1.572], [4.816, 2.198, -0.212], [0.974, -2.606, -0.123], [-0.183, 1.073, 2.046], [5.562, 1.716, 0.738], [3.337, 2.384, 0.054], [5.056, 1.438, 1.535], [-2.187, -1.686, 0.413], [-4.078, -1.388, -0.410], [-1.832, -2.316, -2.317], [2.503, 3.155, -0.749], [-1.463, -0.330, 3.791], [-2.309, 2.495, 1.869]], "forces_ev_per_angstrom": [[0.285, 0.098, -0.090], [-0.136, 0.146, -0.127], [-0.082, -0.513, -0.038], [-0.082, -0.176, -0.221], [0.083, -0.047, -0.308], [-0.236, 0.304, 0.509], [0.204, -0.632, 0.221], [-0.086, -0.397, 0.116], [-0.095, 0.120, -0.108], [0.043, -0.754, 0.280], [-0.339, 0.098, -0.373], [-0.215, -1.136, -0.061], [0.184, 0.290, -0.276], [-0.419, 0.088, 0.085], [-0.077, 0.371, 0.291], [0.202, 0.021, 0.040], [0.150, 0.590, -0.282], [1.523, -0.628, 0.437], [-0.363, 0.197, -0.038], [-0.052, -0.023, -0.265], [-0.424, 0.353, -0.217], [-0.012, 0.221, 0.089], [-0.217, -0.019, 0.231], [-0.073, 0.085, -0.175], [-0.079, 0.203, -0.327], [-0.309, -0.218, 0.110], [-0.796, 0.949, -0.362], [-0.304, 0.150, -0.300], [-0.217, 0.068, -0.132], [0.452, -0.482, 0.663], [-0.100, -0.237, 0.054], [-0.112, -0.083, -0.010], [0.704, 1.123, 0.189], [0.521, 0.130, -0.126], [-0.224, -0.361, 0.142], [0.305, -0.025, 0.509], [0.567, -0.346, 0.159], [-0.174, 0.475, -0.291]], "mulliken_charge": [-0.7432, 0.1305, 0.3674, -0.4775, -0.5535, -0.8646, 0.8289, 0.3592, 0.1632, -0.1609, -0.4949, 0.3608, 0.2744, 0.3647, -1.0052, 0.1525, -0.3575, -0.5321, -0.7597, 0.2925, 0.4182, -0.0153, 0.1609, 0.4820, 0.1243, 0.5159, 0.5111, 0.3473, 1.7594, -0.4936, 0.3508, 0.4457, 0.1194, 0.4030, -0.7122, -0.5657, -0.0123, -0.1836]}

=====

Entry 6:
{"formula": "C5H6NO", "method": "wB97M-V/def2-TZVPD", "de_lowest_ev": 7.711, "charge": 1, "e_homo_ev": -14.930, "orbital_gap_ev": 10.332, "total_energy_ha": -323.5866, "symbols": ["H", "C", "H", "N", "C", "O", "C", "H", "H", "C", "H", "H", "C"], "positions_angstrom": [[1.157, -1.405, 1.336], [0.081, 1.131, 0.281], [1.733, -1.890, -0.305], [0.813, 0.009, -0.226], [1.049, -1.360, 0.312], [-2.331, 0.057, 0.431], [-1.367, 0.847, -0.260], [0.217, 1.121, 1.338], [0.431, 2.095, -0.017], [-1.441, -0.715, -0.088], [1.344, 0.127, -1.218], [-1.481, 1.124, -1.319], [-0.204, -1.141, -0.265]], "forces_ev_per_angstrom": [[0.369, -0.291, 2.144], [-2.164, 0.127, 1.048], [0.978, -0.288, -0.044], [2.757, -0.403, -5.954], [0.376, -0.785, -0.472], [-2.319, 0.995, 0.578], [1.628, -1.527, -0.660], [-0.515, -0.015, 1.053], [0.480, 0.349, -0.715], [3.725, 1.433, -0.636], [-1.514, -0.031, 3.091], [-1.077, 0.255, 0.756], [-2.725, 0.181, -0.187]], "mulliken_charge": [0.2658, -0.5860, 0.2596, -0.1463, -0.3238, -0.2549, 0.0100, 0.2844, 0.3608, 0.2871, 0.3916, 0.3206, 0.1309]}

=====

- Number 3 is which compound?
  H2N2O4